1.
The following is a quantum chemistry calculation of 6 unconnected molecules or ions with the total composition C23H44Cl10NO4, from the Open Molecules 2025 dataset.

Geometry (Å):
C 3.57 0.35 2.83
C 2.41 1.13 2.95
C 1.35 1.04 1.79
N 0.72 2.32 1.48
C 1.54 3.22 0.65
C 0.50 4.27 0.08
C 2.62 4.07 1.45
C 4.08 3.70 0.97
C 4.82 4.99 0.41
O 1.99 0.40 0.71
C 1.09 0.13 -0.35
C 1.97 -0.43 -1.57
O 3.30 -0.69 -1.10
C 3.61 -2.08 -1.12
C 2.86 -2.94 -0.02
C 0.18 0.10 2.37
O 0.48 -0.80 3.19
O -1.06 0.29 2.04
H 4.59 0.76 2.71
H 3.47 -0.76 2.77
H 2.21 1.77 3.83
H 0.62 2.79 2.38
H 2.00 2.75 -0.25
H 0.22 5.01 0.88
H 0.90 4.88 -0.77
H -0.44 3.74 -0.19
H 2.55 3.83 2.54
H 2.40 5.16 1.37
H 4.10 2.91 0.18
H 4.65 3.28 1.83
H 4.36 5.30 -0.56
H 5.90 4.75 0.34
H 4.60 5.81 1.13
H 0.62 1.07 -0.73
H 0.35 -0.66 -0.12
H 1.96 0.26 -2.45
H 1.55 -1.43 -1.87
H 4.70 -2.16 -0.88
H 3.48 -2.57 -2.13
H 3.19 -4.00 -0.16
H 1.75 -2.95 -0.12
H 3.15 -2.67 1.03
Cl -5.50 4.03 0.67
C -4.59 2.51 0.90
C -3.18 2.60 0.38
Cl -3.12 2.71 -1.41
H -5.14 1.71 0.42
H -4.57 2.31 1.97
H -2.62 1.70 0.66
H -2.65 3.46 0.78
Cl 4.79 -4.91 -3.23
C 3.35 -5.92 -3.53
C 2.21 -5.12 -4.11
Cl 1.52 -3.98 -2.92
H 3.07 -6.40 -2.60
H 3.65 -6.69 -4.24
H 1.40 -5.79 -4.40
H 2.51 -4.55 -4.98
Cl -3.41 5.04 3.12
C -4.79 4.98 4.24
C -4.37 5.20 5.67
Cl -3.41 3.84 6.31
H -5.29 4.02 4.11
H -5.48 5.77 3.93
H -5.25 5.29 6.30
H -3.78 6.11 5.78
Cl -2.24 -5.29 -2.52
C -2.37 -6.53 -1.26
C -1.07 -6.72 -0.50
Cl 0.20 -7.46 -1.51
H -2.70 -7.46 -1.73
H -3.15 -6.21 -0.57
H -1.23 -7.39 0.34
H -0.69 -5.78 -0.12
Cl -6.05 -2.52 -6.07
C -5.43 -2.00 -4.48
C -4.67 -3.10 -3.78
Cl -5.74 -4.42 -3.26
H -6.27 -1.65 -3.89
H -4.76 -1.15 -4.67
H -4.19 -2.70 -2.88
H -3.89 -3.52 -4.42

Summary:
**Relative energy (zero: lowest compared OMol25 entry of this formula, charge and spin)**: 1.273 eV
**Molecular weight**: 753.138 u
**Kohn-Sham gap**: 5.995 eV
**Charge**: -1


2.
The following is a quantum chemistry calculation of 5 unconnected molecules or ions with the total composition C23H44ClFNO8S4, from the Open Molecules 2025 dataset.

Geometry (Å):
C -0.21 -4.46 -1.46
C -0.33 -3.29 -2.52
C 0.82 -2.23 -2.47
F 2.04 -2.94 -2.37
C 0.77 -1.23 -1.27
C -0.60 -0.55 -0.89
N -1.01 -1.18 0.39
C -0.09 -1.89 0.97
Cl -0.16 -2.80 2.48
C 1.24 -1.79 0.11
H -1.18 -4.54 -0.91
H -0.11 -5.44 -2.01
H 0.67 -4.40 -0.79
H -0.28 -3.77 -3.53
H -1.35 -2.82 -2.48
H 0.84 -1.73 -3.47
H 1.38 -0.36 -1.61
H -1.32 -0.91 -1.68
H -0.66 0.56 -0.85
H -1.98 -1.05 0.77
H 1.94 -2.65 0.14
H 1.79 -0.95 0.64
C 1.57 0.78 5.09
C 1.39 2.30 5.10
C 1.89 2.83 3.76
S 1.65 1.50 2.58
O 2.95 1.05 2.12
O 0.59 1.86 1.66
C 1.03 0.31 3.75
H 1.04 0.30 5.92
H 2.63 0.53 5.18
H 0.33 2.54 5.22
H 1.92 2.76 5.93
H 1.33 3.70 3.43
H 2.95 3.06 3.79
H 1.36 -0.69 3.47
H -0.06 0.36 3.72
C -4.23 2.68 1.18
C -5.71 2.34 1.00
C -5.81 0.82 0.79
S -4.41 0.11 1.64
O -3.53 -0.50 0.65
O -4.86 -0.62 2.80
C -3.68 1.65 2.16
H -4.09 3.69 1.54
H -3.71 2.58 0.21
H -6.26 2.62 1.90
H -6.15 2.88 0.17
H -6.73 0.41 1.22
H -5.74 0.56 -0.26
H -2.59 1.58 2.14
H -4.03 1.85 3.18
C -4.60 -2.85 -6.37
C -4.65 -3.72 -5.12
C -3.44 -3.36 -4.25
S -3.05 -1.65 -4.63
O -1.75 -1.61 -5.27
O -3.37 -0.82 -3.49
C -4.31 -1.44 -5.88
H -5.53 -2.89 -6.93
H -3.79 -3.19 -7.03
H -5.57 -3.51 -4.56
H -4.65 -4.78 -5.36
H -3.66 -3.45 -3.19
H -2.57 -3.97 -4.50
H -3.94 -0.77 -6.66
H -5.18 -1.00 -5.40
C 6.11 2.11 1.52
C 6.71 2.55 0.18
C 7.49 3.84 0.43
S 8.03 3.78 2.14
O 7.36 4.83 2.87
O 9.46 3.60 2.19
C 7.24 2.23 2.54
H 5.72 1.09 1.47
H 5.29 2.77 1.79
H 7.39 1.77 -0.18
H 5.94 2.69 -0.58
H 8.37 3.92 -0.22
H 6.86 4.72 0.31
H 6.88 2.25 3.57
H 7.97 1.44 2.41

Summary:
**Molecular weight**: 645.323 u
**Kohn-Sham gap**: 8.374 eV
**Charge**: +1


3.
The following is a quantum chemistry calculation of a molecular structure, C23H44GeN7O5PtSe, from the Open Molecules 2025 dataset.

Geometry (Å):
Pt 0.45 0.06 -0.25
C -2.71 3.66 -2.05
C -1.33 3.07 -2.29
C -1.24 2.44 -3.67
C -0.23 4.09 -2.04
O -1.16 1.95 -1.33
Ge -1.54 2.03 0.40
O -1.60 0.16 0.55
C -2.86 -0.62 0.26
C -3.91 -0.01 1.18
C -3.22 -0.46 -1.21
C -2.56 -2.06 0.62
O 0.18 1.85 1.01
C 0.95 2.73 1.96
C 1.45 1.82 3.07
C 2.07 3.38 1.17
C -0.05 3.76 2.47
H -2.90 4.47 -2.76
H -2.78 4.10 -1.05
H -3.49 2.91 -2.17
H -1.39 3.20 -4.43
H -2.00 1.67 -3.79
H -0.25 2.00 -3.84
H -0.30 4.90 -2.77
H 0.76 3.63 -2.13
H -0.32 4.53 -1.05
H -4.11 1.03 0.92
H -3.61 -0.07 2.22
H -4.85 -0.55 1.06
H -3.48 0.57 -1.45
H -4.10 -1.08 -1.42
H -2.41 -0.79 -1.85
H -2.31 -2.16 1.68
H -1.77 -2.47 -0.01
H -3.45 -2.67 0.45
H 2.14 1.08 2.67
H 0.61 1.33 3.57
H 1.98 2.41 3.81
H 2.73 2.63 0.75
H 2.66 4.01 1.83
H 1.67 4.01 0.38
H -0.87 3.28 3.03
H -0.45 4.37 1.66
H 0.44 4.44 3.16
N 0.64 -1.34 1.51
C 1.83 -2.13 1.83
C 2.25 -2.27 3.26
C 2.51 -3.72 3.71
C 3.85 -4.34 3.31
N 4.99 -3.91 4.13
C 5.47 -4.59 5.18
N 6.68 -4.30 5.66
N 4.75 -5.54 5.77
C 3.92 -0.51 0.55
O 4.75 -1.19 0.94
O 3.06 0.19 0.16
H 0.38 -0.75 2.29
H -0.16 -1.97 1.34
H 2.03 -2.92 1.11
H 1.47 -1.85 3.90
H 3.14 -1.66 3.46
H 1.71 -4.36 3.32
H 2.42 -3.75 4.80
H 4.10 -4.12 2.27
H 3.78 -5.43 3.36
H 5.60 -3.21 3.75
H 7.32 -3.72 5.15
H 7.02 -4.71 6.51
H 3.79 -5.70 5.53
H 5.14 -6.12 6.49
Se -0.28 -3.16 -3.17
N 0.61 -2.46 -4.50
C 1.15 -1.32 -4.10
C 1.98 -0.42 -4.83
C 2.45 0.69 -4.18
C 2.10 0.96 -2.84
N 1.32 0.14 -2.15
C 0.87 -0.99 -2.75
N 0.13 -1.81 -2.03
H 2.23 -0.63 -5.87
H 3.09 1.40 -4.69
H 2.46 1.85 -2.34

Summary:
**Relative energy (zero: lowest compared OMol25 entry of this formula, charge and spin)**: 0.331 eV
**Molecular weight**: 845.297 u
**2S+1**: 6
**Kohn-Sham gap (alpha / beta)**: 7.085 / 5.696 eV
**Charge**: +4


- Which of these has the lowest charge?
  C23H44Cl10NO4


- Number 2 is which compound?
  C23H44ClFNO8S4


- Which value of charge does entry 2 give?
  +1